# C5H8FN

An isolated molecule of C5H8FN (ωB97M-V with the def2-TZVPD basis set, OMol25).

The max |F| is 2.6 eV Å⁻¹. As for the energy above the lowest of the compared OMol25 structures with the same formula, charge and spin: 86.7 kcal/mol. For the HOMO energy (alpha / beta), the calculation gives -8.1876 / -8.3850 eV. The HOMO-LUMO gap (alpha / beta) comes out at 8.5256 / 8.6218 eV. The value obtained for the LUMO energy (alpha / beta) is 0.012 / 0.009 Eh.

```
! wB97M-V def2-TZVPD RIJCOSX def2/J DEFGRID3
* xyz 0 1
C -0.252 -1.145 0.596
C 0.987 0.158 -1.401
C 1.787 -0.227 -0.214
C -1.133 -0.162 -0.025
C -1.462 1.017 0.805
N 1.026 -1.224 0.569
F -2.212 -0.678 -0.667
H -0.708 -1.912 1.177
H 1.175 1.032 -1.966
H 0.579 -0.712 -2.008
H 2.660 -0.813 -0.532
H 2.080 0.481 0.539
H -2.514 1.346 0.622
H -0.796 1.883 0.598
H -1.219 0.954 1.909
*
```



# C25H29GeHfIN2O2Sb

A structure of composition C25H29GeHfIN2O2Sb (ωB97M-V with the def2-TZVPD basis set, OMol25).

The max |F| is 1.7 eV Å⁻¹. For the HOMO energy (alpha / beta), the calculation gives -13.7116 / -13.8430 eV. The HOMO-LUMO gap (alpha / beta) comes out at 6.9611 / 5.3440 eV. The value obtained for the LUMO energy (alpha / beta) is -0.248 / -0.312 Eh.

```
! wB97M-V def2-TZVPD RIJCOSX def2/J DEFGRID3
* xyz 2 2
Hf 0.567 1.043 -1.160
C 5.172 -2.505 -1.052
N 4.367 -1.348 -1.500
C 4.919 -0.327 -2.187
C 4.228 0.783 -2.583
C 2.881 0.780 -2.245
O 2.007 1.742 -2.452
N 2.293 -0.250 -1.590
C 3.017 -1.347 -1.133
O 2.550 -2.208 -0.433
H 6.144 -2.443 -1.531
H 4.670 -3.421 -1.342
H 5.282 -2.487 0.028
H 5.974 -0.436 -2.403
H 4.687 1.597 -3.124
C -3.526 -0.049 -1.932
Sb -1.561 -0.668 -2.390
C -1.676 -0.577 -4.498
C -1.698 -2.745 -2.038
H -4.176 -0.594 -2.616
H -3.614 1.022 -2.097
H -3.776 -0.290 -0.902
H -2.548 -1.166 -4.775
H -0.784 -0.989 -4.964
H -1.810 0.458 -4.803
H -2.721 -3.033 -2.275
H -1.474 -2.977 -0.999
H -1.001 -3.268 -2.691
C 2.033 -1.253 2.331
Ge 0.749 -0.335 1.232
C 0.996 1.620 1.658
C 1.653 2.522 0.824
C 1.880 3.850 1.175
C 1.437 4.276 2.410
C 0.777 3.388 3.267
C 0.539 2.074 2.897
C -1.018 -0.925 1.644
C -1.122 -2.213 2.148
C -2.359 -2.721 2.577
C -3.487 -1.952 2.458
C -3.439 -0.644 1.910
C -4.608 0.147 1.791
C -4.554 1.403 1.252
C -3.322 1.919 0.796
C -2.188 1.170 0.916
C -2.197 -0.123 1.475
H 1.677 -1.140 3.356
H 3.007 -0.776 2.233
H 2.118 -2.304 2.068
H 2.125 2.195 -0.102
H 2.393 4.523 0.501
H 1.602 5.302 2.715
H 0.444 3.730 4.240
H 0.012 1.410 3.574
H -0.241 -2.839 2.239
H -2.414 -3.714 3.003
H -4.445 -2.345 2.779
H -5.551 -0.258 2.142
H -5.453 2.002 1.172
H -3.275 2.908 0.354
H -1.238 1.592 0.604
I -0.927 3.216 -1.955
*
```



# C23H45Cl3N2O4PSiV

A structure of composition C23H45Cl3N2O4PSiV (ωB97M-V with the def2-TZVPD basis set, OMol25).

The max |F| is 5.0 eV Å⁻¹. As for the energy above the lowest of the compared OMol25 structures with the same formula, charge and spin: 138.8 kcal/mol. For the HOMO energy (alpha / beta), the calculation gives -6.3607 / -6.3983 eV. The HOMO-LUMO gap (alpha / beta) comes out at 4.7923 / 5.9111 eV. The value obtained for the LUMO energy (alpha / beta) is -0.058 / -0.018 Eh.

```
! wB97M-V def2-TZVPD RIJCOSX def2/J DEFGRID3
* xyz 0 3
C -0.209 6.596 2.848
C -0.793 7.610 1.928
H 0.877 6.613 2.775
H -0.589 5.616 2.581
H -0.464 6.834 3.881
C -0.449 8.909 2.014
C 0.612 9.437 2.927
H -0.990 9.671 1.450
H 1.575 8.921 2.823
H 0.339 9.372 3.990
H 0.785 10.497 2.719
V -0.775 1.775 -0.090
Cl -2.241 1.544 1.614
Cl -2.080 3.585 -0.750
C -2.525 1.102 -2.091
O -1.261 1.022 -1.911
N -3.090 1.422 -3.251
C -2.247 1.843 -4.373
C -4.494 1.830 -3.280
H -3.216 0.930 -1.257
H -1.422 1.129 -4.461
H -1.856 2.866 -4.236
H -2.855 1.804 -5.281
H -5.105 1.144 -2.683
H -4.854 1.832 -4.312
H -4.638 2.849 -2.895
H 4.237 1.436 1.803
H 3.146 4.171 0.295
C 4.683 1.578 0.806
C 3.869 3.628 -0.330
N 3.746 2.195 -0.123
H 5.007 0.605 0.422
C 2.624 1.543 -0.494
O 1.597 2.100 -0.928
H 3.683 3.878 -1.382
H 2.714 0.449 -0.356
H 5.546 2.241 0.902
H 4.880 3.924 -0.032
O -1.559 5.871 0.391
C -1.912 7.087 0.983
C -1.798 8.995 -0.729
C -2.540 8.043 -0.030
H -0.727 9.117 -0.532
C -2.441 9.836 -1.652
H -2.707 6.819 1.719
C -3.917 7.942 -0.232
H -1.851 10.576 -2.193
C -3.818 9.735 -1.856
C -4.550 8.780 -1.143
H -4.489 7.220 0.347
H -4.313 10.392 -2.577
H -5.623 8.692 -1.296
Si -0.490 5.258 -1.232
Cl 1.012 5.151 0.255
C 0.542 6.783 -1.906
C -1.958 5.797 -2.469
C 0.141 4.017 -2.617
H -0.059 7.682 -2.065
H 0.984 6.486 -2.866
H 1.374 7.073 -1.248
H 1.240 3.981 -2.580
H -0.142 4.401 -3.617
H -0.224 2.971 -2.559
H -1.702 6.694 -3.042
H -2.871 6.018 -1.907
H -2.202 5.015 -3.196
C -1.489 -1.615 -0.540
P 0.014 -1.211 0.341
C -0.069 -1.944 1.975
C 1.360 -1.907 -0.602
O 0.296 0.273 0.556
H -1.402 -1.238 -1.567
H -2.343 -1.135 -0.043
H -1.585 -2.710 -0.533
H 0.166 -3.013 1.899
H 0.654 -1.437 2.629
H -1.083 -1.801 2.369
H 1.401 -1.421 -1.583
H 2.309 -1.742 -0.077
H 1.187 -2.982 -0.732
*
```



Please write out number 2 again, unchanged.
# C25H29GeHfIN2O2Sb

A structure of composition C25H29GeHfIN2O2Sb (ωB97M-V with the def2-TZVPD basis set, OMol25).

The max |F| is 1.7 eV Å⁻¹. For the HOMO energy (alpha / beta), the calculation gives -13.7116 / -13.8430 eV. The HOMO-LUMO gap (alpha / beta) comes out at 6.9611 / 5.3440 eV. The value obtained for the LUMO energy (alpha / beta) is -0.248 / -0.312 Eh.

```
! wB97M-V def2-TZVPD RIJCOSX def2/J DEFGRID3
* xyz 2 2
Hf 0.567 1.043 -1.160
C 5.172 -2.505 -1.052
N 4.367 -1.348 -1.500
C 4.919 -0.327 -2.187
C 4.228 0.783 -2.583
C 2.881 0.780 -2.245
O 2.007 1.742 -2.452
N 2.293 -0.250 -1.590
C 3.017 -1.347 -1.133
O 2.550 -2.208 -0.433
H 6.144 -2.443 -1.531
H 4.670 -3.421 -1.342
H 5.282 -2.487 0.028
H 5.974 -0.436 -2.403
H 4.687 1.597 -3.124
C -3.526 -0.049 -1.932
Sb -1.561 -0.668 -2.390
C -1.676 -0.577 -4.498
C -1.698 -2.745 -2.038
H -4.176 -0.594 -2.616
H -3.614 1.022 -2.097
H -3.776 -0.290 -0.902
H -2.548 -1.166 -4.775
H -0.784 -0.989 -4.964
H -1.810 0.458 -4.803
H -2.721 -3.033 -2.275
H -1.474 -2.977 -0.999
H -1.001 -3.268 -2.691
C 2.033 -1.253 2.331
Ge 0.749 -0.335 1.232
C 0.996 1.620 1.658
C 1.653 2.522 0.824
C 1.880 3.850 1.175
C 1.437 4.276 2.410
C 0.777 3.388 3.267
C 0.539 2.074 2.897
C -1.018 -0.925 1.644
C -1.122 -2.213 2.148
C -2.359 -2.721 2.577
C -3.487 -1.952 2.458
C -3.439 -0.644 1.910
C -4.608 0.147 1.791
C -4.554 1.403 1.252
C -3.322 1.919 0.796
C -2.188 1.170 0.916
C -2.197 -0.123 1.475
H 1.677 -1.140 3.356
H 3.007 -0.776 2.233
H 2.118 -2.304 2.068
H 2.125 2.195 -0.102
H 2.393 4.523 0.501
H 1.602 5.302 2.715
H 0.444 3.730 4.240
H 0.012 1.410 3.574
H -0.241 -2.839 2.239
H -2.414 -3.714 3.003
H -4.445 -2.345 2.779
H -5.551 -0.258 2.142
H -5.453 2.002 1.172
H -3.275 2.908 0.354
H -1.238 1.592 0.604
I -0.927 3.216 -1.955
*
```



Q: The highest max |F| belongs to which entry?
A: C23H45Cl3N2O4PSiV



Q: Number 1 is which compound?
A: C5H8FN



Repeat the second record exactly.
# C25H29GeHfIN2O2Sb

A structure of composition C25H29GeHfIN2O2Sb (ωB97M-V with the def2-TZVPD basis set, OMol25).

The max |F| is 1.7 eV Å⁻¹. For the HOMO energy (alpha / beta), the calculation gives -13.7116 / -13.8430 eV. The HOMO-LUMO gap (alpha / beta) comes out at 6.9611 / 5.3440 eV. The value obtained for the LUMO energy (alpha / beta) is -0.248 / -0.312 Eh.

```
! wB97M-V def2-TZVPD RIJCOSX def2/J DEFGRID3
* xyz 2 2
Hf 0.567 1.043 -1.160
C 5.172 -2.505 -1.052
N 4.367 -1.348 -1.500
C 4.919 -0.327 -2.187
C 4.228 0.783 -2.583
C 2.881 0.780 -2.245
O 2.007 1.742 -2.452
N 2.293 -0.250 -1.590
C 3.017 -1.347 -1.133
O 2.550 -2.208 -0.433
H 6.144 -2.443 -1.531
H 4.670 -3.421 -1.342
H 5.282 -2.487 0.028
H 5.974 -0.436 -2.403
H 4.687 1.597 -3.124
C -3.526 -0.049 -1.932
Sb -1.561 -0.668 -2.390
C -1.676 -0.577 -4.498
C -1.698 -2.745 -2.038
H -4.176 -0.594 -2.616
H -3.614 1.022 -2.097
H -3.776 -0.290 -0.902
H -2.548 -1.166 -4.775
H -0.784 -0.989 -4.964
H -1.810 0.458 -4.803
H -2.721 -3.033 -2.275
H -1.474 -2.977 -0.999
H -1.001 -3.268 -2.691
C 2.033 -1.253 2.331
Ge 0.749 -0.335 1.232
C 0.996 1.620 1.658
C 1.653 2.522 0.824
C 1.880 3.850 1.175
C 1.437 4.276 2.410
C 0.777 3.388 3.267
C 0.539 2.074 2.897
C -1.018 -0.925 1.644
C -1.122 -2.213 2.148
C -2.359 -2.721 2.577
C -3.487 -1.952 2.458
C -3.439 -0.644 1.910
C -4.608 0.147 1.791
C -4.554 1.403 1.252
C -3.322 1.919 0.796
C -2.188 1.170 0.916
C -2.197 -0.123 1.475
H 1.677 -1.140 3.356
H 3.007 -0.776 2.233
H 2.118 -2.304 2.068
H 2.125 2.195 -0.102
H 2.393 4.523 0.501
H 1.602 5.302 2.715
H 0.444 3.730 4.240
H 0.012 1.410 3.574
H -0.241 -2.839 2.239
H -2.414 -3.714 3.003
H -4.445 -2.345 2.779
H -5.551 -0.258 2.142
H -5.453 2.002 1.172
H -3.275 2.908 0.354
H -1.238 1.592 0.604
I -0.927 3.216 -1.955
*
```